(1)
{
  "formula": "C19H22N4O3",
  "method": "wB97M-V/def2-TZVPD",
  "e_tot_ha": -1181.959403,
  "total_charge": 0,
  "lumo_energy_ev": -0.25,
  "homo_ha": -0.311,
  "orbital_gap_ev": 8.203,
  "e_above_lowest_kcal_mol": 37.7,
  "elements": ["C", "C", "C", "C", "H", "H", "O", "C", "O", "C", "C", "N", "C", "N", "C", "C", "C", "C", "C", "C", "N", "C", "N", "C", "H", "C", "O", "C", "H", "C", "H", "H", "H", "H", "H", "H", "H", "H", "H", "H", "H", "H", "H", "H", "H", "H", "H", "H"],
  "coordinates": [[-4.5104, -0.8515, -2.6342], [-4.4452, -1.9131, -1.5421], [-3.0778, -1.9968, -0.8649], [-2.7357, -0.7360, -0.0825], [-3.5277, -0.4833, 0.6307], [-2.5702, 0.1178, -0.7466], [-1.5218, -0.9666, 0.6385], [-1.3655, -0.3424, 1.7938], [-2.1581, 0.3978, 2.3094], [-0.0293, -0.7494, 2.4345], [-0.1348, -2.1536, 2.7699], [-0.2629, -3.2575, 3.0310], [1.1168, -0.5362, 1.4645], [2.0485, -1.4400, 1.4515], [2.9917, -1.3948, 0.4833], [4.0351, -2.3344, 0.4640], [4.9235, -2.3317, -0.5782], [4.7962, -1.4070, -1.6267], [3.7899, -0.4785, -1.6306], [2.8761, -0.4419, -0.5621], [1.9264, 0.5152, -0.5126], [1.0982, 0.5350, 0.5078], [0.1343, 1.5181, 0.5595], [0.0371, 2.3707, 1.7335], [0.2840, 1.8187, 2.6377], [0.9973, 3.5619, 1.5988], [0.7481, 4.3016, 0.4296], [0.8810, 3.4900, -0.7183], [0.6476, 4.1278, -1.5716], [-0.0753, 2.2966, -0.6518], [0.0738, 1.6477, -1.5140], [-1.1078, 2.6593, -0.6243], [1.9122, 3.1194, -0.8051], [0.8657, 4.2521, 2.4337], [2.0352, 3.1889, 1.5934], [-0.9943, 2.7274, 1.8073], [3.6863, 0.2470, -2.4226], [5.5087, -1.4313, -2.4382], [5.7304, -3.0488, -0.6034], [4.1041, -3.0405, 1.2764], [0.1049, -0.1863, 3.3654], [-2.3012, -2.1720, -1.6113], [-3.0672, -2.8390, -0.1703], [-5.2091, -1.7086, -0.7893], [-4.6663, -2.8875, -1.9816], [-3.7168, -1.0043, -3.3619], [-5.4644, -0.9067, -3.1529], [-4.4113, 0.1471, -2.2173]],
  "forces_ev_per_a": [[-0.106, -0.165, 0.163], [0.242, 0.070, -0.077], [-0.003, 0.168, 0.223], [-0.509, -0.028, -0.198], [0.113, -0.011, -0.140], [-0.022, -0.015, 0.120], [0.249, -0.367, -0.077], [-0.263, 0.368, 0.289], [0.040, -0.078, 0.051], [-0.073, 0.469, -0.107], [0.106, -0.075, 0.136], [-0.107, -0.591, 0.182], [0.377, -0.206, -0.045], [-0.263, 0.118, 0.291], [-0.001, 0.393, -0.517], [0.167, -0.043, -0.162], [-0.017, -0.164, 0.288], [-0.119, 0.209, -0.167], [0.173, -0.111, -0.027], [0.134, -0.465, 0.451], [-0.401, 0.293, 0.316], [0.594, -0.177, -0.628], [-0.236, -0.031, -0.042], [0.240, 0.527, 0.141], [-0.064, -0.014, 0.044], [-0.082, -0.246, 0.288], [-0.120, 0.148, 0.019], [-0.073, -0.247, -0.225], [0.032, -0.080, -0.014], [0.126, 0.250, -0.228], [-0.093, 0.088, 0.003], [0.041, -0.002, -0.051], [-0.110, 0.080, -0.018], [0.056, -0.085, 0.015], [-0.064, 0.054, 0.036], [0.088, -0.061, 0.089], [-0.014, 0.072, -0.075], [0.039, 0.012, -0.071], [0.051, -0.064, 0.021], [-0.005, -0.099, 0.072], [-0.146, 0.010, -0.203], [0.047, -0.079, -0.031], [0.064, -0.006, 0.003], [-0.067, -0.086, 0.032], [-0.063, -0.012, 0.073], [0.094, 0.029, -0.120], [-0.063, 0.082, -0.095], [0.013, 0.164, -0.030]]
}

(2)
{
  "formula": "C19H22O3",
  "method": "wB97M-V/def2-TZVPD",
  "e_tot_ha": -962.892902,
  "total_charge": 0,
  "lumo_energy_ev": 0.17,
  "homo_ha": -0.306,
  "orbital_gap_ev": 8.505,
  "e_above_lowest_kcal_mol": 3.9,
  "elements": ["C", "C", "C", "C", "H", "H", "C", "C", "C", "C", "H", "H", "O", "C", "C", "C", "C", "C", "C", "H", "H", "C", "C", "C", "O", "O", "H", "H", "H", "H", "C", "H", "H", "H", "H", "H", "H", "C", "H", "H", "H", "H", "H", "H"],
  "coordinates": [[-0.2337, 1.9873, 1.8552], [-0.5651, 1.9572, 0.3909], [-1.2193, 0.9351, -0.1473], [-1.5798, 0.7706, -1.5948], [-1.9227, 1.7213, -2.0105], [-0.6835, 0.4866, -2.1484], [-2.6766, -0.2799, -1.8514], [-2.5851, -1.5262, -1.0131], [-1.6908, -2.4979, -1.1752], [-0.5936, -2.5579, -2.2023], [-0.0939, -3.5336, -2.1540], [-1.0058, -2.4301, -3.2095], [0.3814, -1.5224, -2.1211], [1.0363, -1.2934, -0.9658], [1.7986, -0.1288, -0.9298], [2.4615, 0.2353, 0.2294], [2.4001, -0.5777, 1.3755], [1.6669, -1.7651, 1.3060], [0.9946, -2.1224, 0.1625], [0.4348, -3.0421, 0.1442], [1.6267, -2.4030, 2.1766], [3.0892, -0.1269, 2.5426], [3.7531, 1.0453, 2.5235], [3.7948, 1.8764, 1.3322], [4.3495, 2.9443, 1.2478], [3.1446, 1.4017, 0.2224], [4.2817, 1.4307, 3.3801], [3.0590, -0.7405, 3.4322], [1.8505, 0.5070, -1.7976], [-1.7510, -3.3590, -0.5222], [-3.6462, -1.6498, 0.0408], [-3.6804, -0.7524, 0.6566], [-3.4782, -2.5121, 0.6813], [-4.6212, -1.7577, -0.4352], [-3.6489, 0.1798, -1.6638], [-2.6355, -0.5548, -2.9091], [-1.4819, 0.1038, 0.4924], [-0.0763, 3.1524, -0.3692], [-0.3095, 4.0665, 0.1752], [1.0076, 3.0997, -0.4731], [-0.5105, 3.2129, -1.3622], [-0.8154, 2.7612, 2.3573], [0.8191, 2.2267, 2.0005], [-0.4449, 1.0320, 2.3302]],
  "forces_ev_per_a": [[-0.080, -0.121, -0.117], [-0.056, 0.083, 0.227], [-0.140, 0.093, -0.080], [0.024, 0.123, -0.037], [0.047, -0.020, -0.046], [-0.072, 0.044, -0.066], [0.223, 0.104, -0.121], [-0.147, -0.154, -0.018], [0.107, -0.049, -0.048], [-0.266, -0.170, -0.106], [-0.053, 0.120, -0.044], [0.108, -0.096, 0.123], [0.213, 0.149, -0.096], [0.374, 0.220, 0.368], [0.079, -0.029, 0.026], [-0.466, -0.888, 0.132], [-0.116, 0.080, -0.444], [0.177, 0.343, -0.022], [-0.198, -0.213, -0.281], [-0.062, -0.078, -0.007], [-0.010, -0.075, 0.084], [0.285, 0.476, 0.031], [-0.160, -0.429, 0.215], [0.366, 0.606, 0.147], [-0.216, -0.398, -0.015], [0.022, 0.196, -0.234], [0.034, 0.035, 0.036], [0.032, -0.011, 0.113], [-0.025, 0.116, -0.137], [-0.056, -0.043, 0.130], [0.124, -0.116, -0.006], [-0.041, 0.094, 0.073], [-0.016, -0.058, 0.066], [-0.113, 0.048, -0.003], [-0.027, -0.040, -0.078], [-0.094, 0.036, -0.028], [0.046, -0.094, 0.217], [-0.140, -0.186, -0.079], [0.014, 0.112, 0.010], [0.143, 0.065, -0.012], [-0.004, 0.071, -0.116], [0.012, 0.093, 0.081], [0.140, 0.032, 0.092], [-0.010, -0.071, 0.071]]
}

(3)
{
  "formula": "C19H22O4",
  "method": "wB97M-V/def2-TZVPD",
  "e_tot_ha": -1038.134352,
  "total_charge": 0,
  "lumo_energy_ev": 0.82,
  "homo_ha": -0.295,
  "orbital_gap_ev": 8.849,
  "e_above_lowest_kcal_mol": 38.9,
  "elements": ["C", "H", "O", "C", "C", "C", "C", "C", "C", "O", "C", "C", "H", "H", "C", "C", "H", "O", "C", "C", "C", "C", "C", "C", "C", "O", "C", "H", "H", "H", "H", "H", "H", "H", "H", "H", "H", "H", "H", "H", "H", "H", "H", "H", "H"],
  "coordinates": [[1.6081, 1.1823, 2.7375], [2.5325, 1.6593, 3.0783], [1.8713, 0.1144, 1.8552], [2.3677, 0.3996, 0.6082], [2.8409, 1.6603, 0.2620], [3.3499, 1.9264, -0.9964], [3.3864, 0.9254, -1.9472], [2.9163, -0.3313, -1.6207], [2.4083, -0.6247, -0.3568], [2.0191, -1.9288, -0.2272], [1.4807, -2.4574, 0.9665], [0.0071, -2.1177, 1.2039], [-0.2494, -2.4693, 2.2048], [-0.1177, -1.0349, 1.1892], [-0.9508, -2.7526, 0.1953], [-0.8808, -2.0912, -1.1848], [-1.6254, -2.5355, -1.8586], [-1.0195, -0.6837, -1.1344], [-2.1648, -0.1274, -0.6628], [-3.3901, -0.7859, -0.6043], [-4.5074, -0.1572, -0.0845], [-4.4223, 1.1309, 0.4134], [-3.2116, 1.7947, 0.3607], [-2.0858, 1.1968, -0.1941], [-0.8382, 2.0054, -0.2587], [-0.4705, 2.6724, 0.6839], [-0.1105, 1.9862, -1.5720], [-0.8160, 2.0119, -2.3984], [0.4596, 1.0620, -1.6421], [0.5775, 2.8258, -1.6273], [-3.1172, 2.8011, 0.7408], [-5.2899, 1.6127, 0.8366], [-5.4483, -0.6870, -0.0623], [-3.4830, -1.7930, -0.9802], [0.1113, -2.2387, -1.6160], [-1.9665, -2.6674, 0.5881], [-0.7219, -3.8130, 0.0741], [1.5902, -3.5410, 0.8441], [2.0719, -2.1405, 1.8295], [2.9336, -1.1340, -2.3418], [3.7756, 1.1154, -2.9354], [3.7135, 2.9166, -1.2244], [2.8096, 2.4554, 0.9881], [1.1049, 0.7302, 3.5915], [0.9515, 1.9269, 2.2789]],
  "forces_ev_per_a": [[-0.083, 0.280, 0.187], [-0.019, -0.027, -0.009], [0.169, -0.249, -0.482], [-0.104, -0.107, 0.169], [-0.007, -0.012, 0.076], [0.052, 0.032, -0.020], [0.008, 0.026, -0.009], [-0.079, -0.023, 0.181], [0.086, 0.016, -0.174], [0.099, 0.281, -0.237], [-0.299, -0.183, 0.711], [0.217, -0.157, -0.344], [0.025, 0.043, 0.069], [-0.006, -0.008, 0.138], [0.066, 0.418, -0.047], [0.006, -0.651, -0.004], [0.072, 0.099, 0.026], [-0.077, 0.371, 0.029], [-0.203, 0.320, 0.181], [0.183, -0.185, -0.201], [0.009, 0.093, 0.057], [-0.125, 0.003, 0.024], [0.122, -0.075, -0.084], [-0.264, -0.329, 0.246], [0.280, -0.080, -0.360], [-0.115, 0.089, 0.032], [0.271, 0.259, 0.107], [-0.068, -0.052, -0.099], [0.038, -0.038, -0.048], [-0.013, 0.039, 0.023], [0.028, 0.083, 0.043], [-0.080, 0.047, 0.030], [-0.067, -0.051, 0.003], [0.043, -0.097, -0.002], [-0.194, -0.023, -0.007], [0.013, -0.127, -0.045], [-0.067, -0.078, -0.036], [-0.010, 0.111, 0.056], [-0.034, -0.124, -0.154], [-0.001, -0.111, -0.060], [0.037, 0.013, -0.094], [0.020, 0.095, -0.015], [-0.049, 0.052, 0.105], [0.040, 0.074, -0.015], [0.078, -0.058, 0.052]]
}